Molecular formula: C23H53N4O8PSSi2
Method: DFT, wB97M-V/def2-TZVPD

Last column: Mulliken charge in e.
Atoms and positions in Å:
C1 -7.299 3.343 -1.929  -0.96
C2 -5.775 2.954 -2.501  0.07
O1 -5.318 3.838 -3.583  -0.36
C3 -4.183 3.246 -4.336  -0.45
C4 -3.123 2.403 -3.416  0.15
O2 -1.770 2.267 -3.971  -0.64
Si1 -1.168 0.591 -3.778  0.40
C5 0.713 0.480 -4.169  -0.62
C6 1.386 -1.000 -3.965  -0.42
C7 1.908 -1.326 -2.444  0.30
C8 3.194 -2.368 -2.382  -0.75
C9 2.737 -3.940 -2.081  -0.53
N1 1.397 -4.291 -2.737  -0.47
C10 -2.109 -0.414 -5.180  -0.56
O3 -1.706 -1.827 -5.246  -0.13
C11 -2.132 -2.357 -6.580  -0.38
O4 -1.493 -3.656 -6.856  -0.31
C12 -2.481 -4.723 -7.087  -0.23
C13 -1.676 -6.062 -7.684  -0.46
O5 -0.816 -6.527 -6.557  -0.49
O6 -1.588 -0.137 -2.239  0.00
Si2 -0.890 0.716 -0.870  0.39
N2 -2.310 1.487 0.001  -0.26
C14 -2.039 2.800 0.294  0.17
S1 -1.917 4.512 0.352  -0.18
P1 0.075 -0.585 0.632  0.12
C15 0.078 0.508 2.243  -0.74
C16 -1.076 -2.098 0.898  -0.34
C17 -1.675 -2.096 2.430  -0.93
H1 -7.192 4.081 -0.997  0.26
H2 -7.699 2.323 -1.454  0.28
H3 -8.010 3.750 -2.763  0.28
H4 -5.084 3.000 -1.528  0.03
H5 -5.856 1.872 -2.954  0.20
H6 -4.681 2.533 -5.153  0.21
H7 -3.662 4.109 -4.975  0.25
H8 -2.993 2.960 -2.368  -0.02
H9 -3.577 1.327 -3.166  0.21
H10 0.843 0.775 -5.315  0.32
H11 1.277 1.321 -3.564  0.33
H12 2.357 -1.021 -4.660  0.37
H13 0.728 -1.903 -4.311  0.10
H14 1.007 -1.821 -1.871  -0.34
H15 2.166 -0.333 -1.834  0.29
H16 3.892 -2.303 -3.332  0.32
H17 3.841 -2.045 -1.436  0.25
H18 3.553 -4.711 -2.477  0.33
H19 2.573 -4.143 -0.918  0.22
H20 1.513 -5.269 -3.134  0.25
H21 0.644 -4.408 -1.998  0.17
H22 -3.251 -0.391 -4.832  0.23
H23 -1.949 0.160 -6.205  0.29
H24 -1.788 -1.623 -7.455  0.27
H25 -3.315 -2.380 -6.635  0.29
H26 -3.284 -4.456 -7.895  0.32
H27 -3.007 -5.111 -6.090  0.22
H28 -2.428 -6.897 -8.051  0.30
H29 -0.961 -5.689 -8.548  0.24
H30 -1.253 -7.292 -6.073  0.29
H31 -0.034 1.795 -1.371  -0.11
H32 -1.063 0.623 2.569  0.24
H33 0.400 1.605 1.900  0.24
H34 0.760 0.074 3.089  0.24
H35 -1.985 -1.963 0.147  0.19
H36 -0.511 -3.100 0.654  0.27
H37 -0.802 -1.952 3.225  0.22
H38 -2.465 -1.222 2.567  0.23
H39 -2.198 -3.147 2.586  0.34
C18 2.005 2.189 4.380  0.16
O7 2.278 1.595 3.344  -0.66
N3 2.503 1.887 5.630  0.17
C19 2.131 2.639 6.810  -0.78
C20 3.428 0.781 5.769  -0.99
H40 1.312 3.046 4.388  0.26
H41 3.032 3.073 7.252  0.18
H42 1.661 1.960 7.529  0.32
H43 1.430 3.441 6.563  0.32
H44 4.307 0.972 5.146  0.30
H45 2.942 -0.136 5.421  0.28
H46 3.735 0.662 6.811  0.46
C21 5.395 1.424 9.287  0.07
O8 4.511 0.968 8.572  -0.60
N4 5.337 2.624 9.963  0.13
C22 6.428 3.096 10.791  -0.93
C23 4.148 3.441 9.842  -0.82
H47 6.342 0.883 9.448  0.29
H48 6.064 3.226 11.815  0.33
H49 6.778 4.056 10.402  0.34
H50 7.258 2.384 10.793  0.29
H51 3.285 2.869 10.194  0.31
H52 3.996 3.695 8.788  0.20
H53 4.247 4.358 10.430  0.38

## Properties
Relative energy (zero: lowest compared OMol25 entry of this formula, charge and spin)   233.6 kcal/mol
E   -82923.003 eV
Largest force on an atom   9.3 eV Å⁻¹
Lowest unoccupied orbital energy   0.2 eV